A molecular structure, C33H58As3BrF5MnNO2SSi, computed with ωB97M-V with the def2-TZVPD basis set.

Atoms and positions in Å:
Mn 0.129 0.381 0.999
C 1.598 1.234 4.301
As -0.054 0.746 3.437
C -1.226 2.138 4.095
C -0.552 -0.842 4.450
C -1.786 -1.667 4.048
C -2.995 -0.747 3.811
C -1.538 -2.534 2.797
As -1.621 -1.678 1.032
C -3.470 -1.903 0.517
C -0.876 -3.158 0.006
C -2.145 -2.586 5.238
As -0.944 -3.895 6.134
C 0.465 -4.331 4.839
C 0.133 -2.674 7.231
H 1.391 1.380 5.360
H 1.964 2.162 3.864
H 2.333 0.445 4.168
H -1.360 1.978 5.162
H -2.192 2.123 3.598
H -0.734 3.093 3.923
H -0.684 -0.456 5.463
H 0.341 -1.463 4.447
H -2.855 -0.093 2.942
H -3.184 -0.115 4.682
H -3.895 -1.338 3.629
H -2.269 -3.346 2.768
H -0.552 -2.992 2.834
H -3.710 -2.962 0.582
H -3.586 -1.547 -0.504
H -4.121 -1.313 1.155
H -1.306 -4.093 0.365
H 0.207 -3.190 0.105
H -1.135 -3.025 -1.043
H -3.024 -3.169 4.956
H -2.461 -1.962 6.080
H 0.057 -4.883 3.994
H 1.155 -4.989 5.368
H 1.023 -3.463 4.484
H -0.522 -2.058 7.847
H 0.791 -2.034 6.645
H 0.745 -3.282 7.896
F 7.101 0.840 0.831
C 5.866 0.404 1.038
C 4.783 1.165 0.637
F 4.971 2.339 0.043
C 3.508 0.690 0.861
F 2.475 1.460 0.468
C 3.258 -0.527 1.466
S 1.644 -1.205 1.695
C 4.364 -1.265 1.861
F 4.196 -2.452 2.446
C 5.654 -0.815 1.652
F 6.692 -1.549 2.035
C 2.324 -1.240 -4.588
C 0.798 -1.063 -4.659
C 0.194 -2.302 -3.975
C 0.360 -1.065 -6.139
Si 0.263 0.585 -3.873
Br 0.408 0.038 -1.571
C 1.500 2.015 -4.058
C 0.936 3.336 -3.515
C 2.820 1.763 -3.309
C 1.800 2.205 -5.559
C -1.574 1.039 -4.061
C -2.091 1.933 -2.922
C -2.459 -0.216 -4.066
C -1.766 1.781 -5.400
H 2.577 -2.225 -4.997
H 2.692 -1.207 -3.560
H 2.868 -0.499 -5.174
H 0.524 -3.188 -4.529
H -0.892 -2.310 -3.965
H 0.549 -2.410 -2.949
H 0.722 -1.987 -6.608
H 0.770 -0.227 -6.708
H -0.725 -1.052 -6.248
H 0.685 3.267 -2.453
H 0.058 3.678 -4.062
H 1.706 4.107 -3.621
H 2.666 1.683 -2.232
H 3.482 2.618 -3.483
H 3.344 0.870 -3.646
H 0.897 2.379 -6.150
H 2.328 1.356 -5.993
H 2.442 3.083 -5.678
H -2.015 1.431 -1.957
H -3.154 2.133 -3.101
H -1.582 2.891 -2.860
H -2.321 -0.820 -3.164
H -2.286 -0.846 -4.939
H -3.508 0.099 -4.094
H -1.242 2.738 -5.424
H -2.832 1.991 -5.536
H -1.438 1.196 -6.261
O 0.488 3.082 1.535
C -0.655 3.021 1.104
C -1.613 4.161 0.844
C -2.941 3.449 0.570
C -2.589 1.968 0.519
O -3.358 1.067 0.293
N -1.233 1.816 0.801
H -1.251 4.723 -0.018
H -1.626 4.844 1.692
H -3.424 3.741 -0.361
H -3.668 3.592 1.369

Maximum force   0.0104 Eh/bohr
LUMO energy (alpha / beta)   -4.80 / -2.94 eV
⟨S²⟩   6.23
HOMO (alpha / beta)   -10.7 / -10.7 eV
Energy relative to the best compared isomer or geometry (same formula, charge and spin)   0.0 kcal per mole
Total charge   +1
Calculated total energy   -13116.7015 Ha
HOMO-LUMO gap (alpha / beta)   5.930 / 7.790 eV
2S+1   5